1.
{
  "formula": "C27H35N5O2P2Pb",
  "method": "ωB97M-V/def2-TZVPD",
  "e_lumo_ha": -0.08422,
  "e_tot_ha": -2349.26535,
  "e_homo_ev": -6.37,
  "multiplicity": 1,
  "symbols": ["Pb", "C", "C", "C", "C", "C", "C", "C", "C", "C", "H", "H", "H", "H", "H", "H", "H", "H", "H", "H", "H", "H", "H", "H", "H", "P", "P", "N", "N", "N", "N", "C", "C", "C", "C", "C", "C", "C", "C", "C", "C", "C", "C", "C", "C", "C", "C", "C", "C", "H", "H", "H", "H", "H", "H", "H", "H", "H", "H", "H", "H", "H", "H", "H", "H", "H", "H", "H", "H", "O", "N", "O"],
  "coordinates": [[-0.943, -1.580, -1.642], [4.024, -0.736, -1.713], [4.047, 0.034, -0.624], [3.843, 1.507, -0.612], [2.834, 2.017, -1.653], [1.654, 1.207, -2.085], [1.662, 0.178, -2.948], [2.847, 0.068, -3.848], [4.164, -0.252, -3.123], [-2.948, -1.954, -0.322], [4.018, -1.821, -1.634], [4.380, -0.391, 0.332], [4.815, 2.000, -0.792], [3.544, 1.795, 0.406], [2.434, 2.927, -1.198], [3.424, 2.314, -2.522], [0.699, 1.705, -1.846], [0.798, -0.439, -3.187], [3.019, 1.040, -4.329], [2.681, -0.651, -4.651], [4.651, -1.073, -3.672], [4.806, 0.649, -3.126], [-2.728, -2.968, 0.014], [-3.844, -1.846, -0.950], [-3.102, -1.396, 0.614], [-2.176, 0.663, -0.206], [-0.474, -0.780, 2.262], [-2.401, 0.943, -2.127], [-3.212, 1.992, 0.171], [0.741, -1.927, 1.453], [0.314, -0.969, 3.784], [-0.561, 1.330, 0.321], [0.009, 0.926, 1.714], [-2.799, -0.144, -2.939], [-2.704, 0.267, -4.272], [-2.204, 1.573, -4.278], [-1.967, 1.946, -2.959], [-4.601, 1.882, -0.033], [-5.212, 2.892, 0.679], [-4.195, 3.668, 1.306], [-2.979, 3.109, 0.979], [0.487, -3.259, 1.107], [1.533, -3.731, 0.324], [2.561, -2.750, 0.374], [2.035, -1.642, 1.023], [1.623, -1.155, 4.266], [1.563, -1.475, 5.624], [0.178, -1.509, 5.996], [-0.559, -1.182, 4.876], [-0.500, 2.428, 0.186], [0.103, 0.875, -0.439], [1.099, 0.952, 1.634], [-0.306, 1.614, 2.532], [-3.438, -0.900, -2.504], [-3.014, -0.333, -5.105], [-2.060, 2.202, -5.131], [-1.540, 2.855, -2.564], [-4.990, 1.080, -0.637], [-6.264, 3.049, 0.744], [-4.317, 4.526, 1.925], [-1.971, 3.364, 1.250], [-0.397, -3.765, 1.469], [1.514, -4.604, -0.310], [3.573, -2.833, 0.008], [2.480, -0.683, 1.265], [2.497, -1.087, 3.630], [2.397, -1.684, 6.290], [-0.233, -1.765, 6.966], [-1.619, -1.126, 4.707], [-3.410, -2.125, 4.204], [-3.257, -2.325, 2.984], [-2.130, -2.722, 2.563]],
  "lowdin_charge": [1.3489, -0.1230, -0.1423, -0.1786, -0.1760, -0.1307, -0.1509, -0.1871, -0.1774, -0.3758, 0.0864, 0.1102, 0.1238, 0.1065, 0.1097, 0.1066, 0.0721, -0.0249, 0.1135, 0.1064, 0.1139, 0.1160, -0.0326, -0.0172, -0.0674, 1.0314, 1.1053, -0.2026, -0.2701, -0.1953, -0.2523, -0.4258, -0.3573, -0.3388, -0.0745, -0.0721, -0.1161, -0.1191, -0.0783, -0.0780, -0.1228, -0.1655, -0.1081, -0.1084, -0.1778, -0.1328, -0.0968, -0.0931, -0.1369, 0.0826, 0.0039, 0.0538, 0.0973, 0.0566, 0.1040, 0.0985, 0.1185, 0.1049, 0.0917, 0.0905, 0.0908, 0.0938, 0.0909, 0.0843, 0.0790, 0.0849, 0.0888, 0.0933, 0.0558, -0.1696, -0.3104, -0.3287]
}


2.
{
  "formula": "C27H35N5O2P2W",
  "method": "ωB97M-V/def2-TZVPD",
  "charge": 2,
  "e_lumo_ha": [-0.35595, -0.35923],
  "e_tot_ha": -2222.84150,
  "e_homo_ev": [-12.74, -12.74],
  "multiplicity": 3,
  "symbols": ["W", "C", "C", "C", "C", "C", "C", "C", "C", "C", "H", "H", "H", "H", "H", "H", "H", "H", "H", "H", "H", "H", "H", "H", "H", "P", "P", "N", "N", "N", "N", "C", "C", "C", "C", "C", "C", "C", "C", "C", "C", "C", "C", "C", "C", "C", "C", "C", "C", "H", "H", "H", "H", "H", "H", "H", "H", "H", "H", "H", "H", "H", "H", "H", "H", "H", "H", "H", "H", "O", "N", "O"],
  "coordinates": [[-0.195, -1.672, 1.043], [1.700, -3.887, 1.517], [1.855, -2.587, 0.982], [2.194, -2.343, -0.484], [1.109, -2.261, -1.575], [-0.261, -2.454, -0.974], [-0.544, -3.667, -0.216], [0.325, -4.905, -0.340], [1.469, -5.084, 0.680], [-1.469, -2.545, 2.433], [1.939, -4.026, 2.569], [2.442, -1.914, 1.637], [3.011, -3.010, -0.813], [2.651, -1.352, -0.413], [1.185, -1.277, -2.087], [1.385, -2.992, -2.366], [-1.132, -2.013, -1.456], [-1.601, -3.916, -0.043], [0.738, -4.996, -1.350], [-0.346, -5.772, -0.241], [1.197, -5.936, 1.330], [2.411, -5.381, 0.165], [-1.332, -3.630, 2.580], [-2.434, -2.400, 1.897], [-1.525, -1.958, 3.370], [-1.882, 0.456, 0.244], [1.632, 1.196, 0.658], [-2.894, 0.231, -1.175], [-3.122, 1.967, 0.746], [2.239, 1.394, -1.043], [2.741, 2.610, 1.194], [-0.775, 1.622, -0.546], [0.146, 2.229, 0.535], [-3.734, -0.875, -1.309], [-4.233, -0.908, -2.605], [-3.741, 0.255, -3.278], [-2.973, 0.955, -2.365], [-3.869, 2.106, 1.896], [-4.811, 3.133, 1.746], [-4.600, 3.689, 0.454], [-3.540, 2.985, -0.105], [3.071, 0.517, -1.761], [3.292, 1.035, -3.030], [2.629, 2.294, -3.116], [1.969, 2.474, -1.904], [3.593, 3.440, 0.459], [4.044, 4.495, 1.249], [3.439, 4.329, 2.536], [2.618, 3.202, 2.458], [-1.259, 2.475, -1.038], [-0.241, 1.080, -1.340], [0.433, 3.250, 0.242], [-0.363, 2.319, 1.518], [-3.928, -1.502, -0.453], [-4.886, -1.665, -3.028], [-3.939, 0.560, -4.298], [-2.531, 1.926, -2.496], [-3.660, 1.476, 2.745], [-5.574, 3.423, 2.455], [-5.157, 4.473, -0.044], [-3.077, 3.188, -1.058], [3.573, -0.343, -1.325], [3.877, 0.551, -3.796], [2.666, 2.997, -3.949], [1.421, 3.332, -1.552], [3.838, 3.229, -0.569], [4.716, 5.278, 0.914], [3.606, 4.969, 3.392], [1.974, 2.769, 3.203], [0.190, -3.016, 3.966], [0.662, -2.159, 3.173], [1.648, -1.461, 3.555]],
  "lowdin_charge": [1.4090, 0.0545, -0.2927, -0.1913, -0.1563, -0.2809, -0.1155, -0.1219, -0.1086, -0.2388, 0.1423, 0.1101, 0.1491, 0.0361, 0.1128, 0.1472, 0.1118, 0.1331, 0.1349, 0.1396, 0.1428, 0.1695, 0.0734, 0.0394, 0.0728, 1.1153, 1.1360, -0.2839, -0.1602, -0.2574, -0.2300, -0.4547, -0.4162, -0.1574, -0.0537, -0.0355, -0.1340, -0.1583, -0.0661, -0.0543, -0.1635, -0.1656, -0.0597, -0.0439, -0.1600, -0.1396, -0.0585, -0.0673, -0.1618, 0.0783, 0.0761, 0.0994, 0.0921, 0.0997, 0.1119, 0.1165, 0.0972, 0.0944, 0.1057, 0.1136, 0.0833, 0.0993, 0.1076, 0.1182, 0.1116, 0.0969, 0.1092, 0.1046, 0.0958, -0.0377, -0.4137, -0.0023]
}


3.
{
  "formula": "C27H35N5O3",
  "method": "ωB97M-V/def2-TZVPD",
  "e_lumo_ha": 0.02650,
  "e_tot_ha": -1549.36012,
  "smiles": "COc1ccc(-c2c(C)nn3c(N4CCC(C(=O)N5CCCCC5)CC4)cc(C)nc23)cc1OC",
  "e_homo_ev": -6.99,
  "multiplicity": 1,
  "symbols": ["C", "O", "C", "C", "C", "C", "C", "C", "C", "N", "N", "C", "N", "C", "C", "C", "C", "O", "N", "C", "C", "C", "C", "C", "C", "C", "C", "C", "C", "N", "C", "C", "C", "O", "C", "H", "H", "H", "H", "H", "H", "H", "H", "H", "H", "H", "H", "H", "H", "H", "H", "H", "H", "H", "H", "H", "H", "H", "H", "H", "H", "H", "H", "H", "H", "H", "H", "H", "H", "H"],
  "coordinates": [[-5.159, -4.816, 5.796], [-4.037, -4.017, 6.063], [-3.353, -3.466, 4.999], [-3.699, -3.698, 3.672], [-2.981, -3.157, 2.625], [-1.872, -2.353, 2.871], [-1.108, -1.804, 1.763], [0.247, -1.431, 1.703], [1.296, -1.512, 2.755], [0.583, -0.990, 0.496], [-0.521, -1.047, -0.260], [-0.655, -0.702, -1.576], [0.418, -0.286, -2.295], [0.303, 0.018, -3.705], [-0.042, 1.493, -3.925], [0.974, 2.417, -3.237], [2.305, 2.420, -3.991], [2.605, 1.527, -4.766], [3.141, 3.462, -3.778], [2.970, 4.595, -2.898], [4.071, 4.615, -1.834], [5.444, 4.641, -2.500], [5.567, 3.457, -3.456], [4.421, 3.484, -4.464], [1.173, 1.970, -1.780], [1.500, 0.476, -1.705], [-1.927, -0.890, -2.103], [-2.964, -1.412, -1.314], [-4.326, -1.609, -1.902], [-2.800, -1.740, -0.055], [-1.593, -1.561, 0.472], [-1.540, -2.096, 4.196], [-2.253, -2.632, 5.261], [-1.758, -2.270, 6.486], [-2.470, -2.541, 7.670], [-5.538, -5.118, 6.772], [-5.938, -4.259, 5.264], [-4.894, -5.710, 5.221], [-4.547, -4.323, 3.443], [-3.279, -3.353, 1.608], [1.235, -0.655, 3.425], [2.275, -1.507, 2.281], [1.174, -2.420, 3.340], [-0.433, -0.631, -4.178], [1.274, -0.183, -4.164], [-0.057, 1.699, -4.996], [-1.034, 1.699, -3.516], [0.563, 3.432, -3.258], [1.992, 4.580, -2.422], [3.042, 5.510, -3.502], [3.938, 5.489, -1.195], [3.990, 3.722, -1.210], [6.229, 4.600, -1.743], [5.561, 5.573, -3.057], [6.518, 3.492, -3.987], [5.525, 2.524, -2.892], [4.458, 2.615, -5.122], [4.480, 4.395, -5.071], [1.975, 2.536, -1.305], [0.251, 2.157, -1.222], [1.643, 0.161, -0.671], [2.407, 0.265, -2.279], [-2.145, -0.626, -3.122], [-4.285, -2.336, -2.711], [-5.002, -1.968, -1.132], [-4.705, -0.672, -2.307], [-0.720, -1.445, 4.449], [-2.527, -3.612, 7.876], [-3.481, -2.127, 7.638], [-1.903, -2.049, 8.461]],
  "lowdin_charge": [-0.0908, -0.1226, -0.1912, -0.0148, -0.0276, -0.1660, -0.0662, -0.2648, -0.0276, 0.0983, 0.0269, -0.1695, -0.0403, -0.1448, -0.1113, -0.2219, -0.4128, 0.0510, -0.0455, -0.1551, -0.1763, -0.2068, -0.1718, -0.1419, -0.1037, -0.1354, 0.0321, -0.3318, -0.0330, 0.1595, -0.1871, 0.0493, -0.1876, -0.0729, -0.0831, 0.0937, 0.0964, 0.0957, 0.1011, 0.0968, 0.0810, 0.0771, 0.0829, 0.1170, 0.1191, 0.1233, 0.1177, 0.1349, 0.1094, 0.1317, 0.1129, 0.1082, 0.1091, 0.1126, 0.1117, 0.1193, 0.1185, 0.1311, 0.1013, 0.1287, 0.0909, 0.1330, 0.1013, 0.0816, 0.0763, 0.0802, 0.1145, 0.0907, 0.0959, 0.0914]
}